No. 1
{"formula": "C5H10O", "method": "ωB97M-V/def2-TZVPD", "e_above_lowest_kj_mol": 544.5, "energy_ha": -271.5452, "e_lumo_ev": 0.291, "e_homo_ha": -0.323, "species": ["O", "C", "C", "C", "C", "C", "H", "H", "H", "H", "H", "H", "H", "H", "H", "H"], "xyz": [[0.553, -1.688, -0.108], [-0.188, 1.574, 0.014], [1.437, -0.594, 0.048], [0.850, 0.664, -0.603], [-0.612, 0.479, -0.891], [-1.320, -0.888, 0.803], [2.351, -0.876, -0.476], [-0.984, 0.725, -1.906], [-0.128, -1.312, -0.706], [-0.466, 1.466, 1.058], [-0.675, -0.702, 1.682], [-0.193, 2.608, -0.332], [1.531, 1.162, -1.306], [1.663, -0.448, 1.113], [-1.554, -1.972, 0.814], [-2.169, -0.255, 0.733]]}

---

No. 2
{"formula": "C2H3N3O2", "method": "ωB97M-V/def2-TZVPD", "e_above_lowest_kj_mol": 95.9, "energy_ha": -392.7570, "e_lumo_ev": 0.436, "smiles": "Nc1noc(=O)[nH]1", "e_homo_ha": -0.348, "species": ["O", "O", "N", "N", "N", "C", "C", "H", "H", "H"], "xyz": [[-1.494, -0.482, 2.405], [0.621, 0.110, 1.789], [1.300, 0.319, 0.567], [-0.808, -0.221, 0.182], [0.668, 0.070, -1.698], [0.418, 0.082, -0.346], [-0.673, -0.232, 1.566], [1.607, 0.390, -1.906], [-1.615, -0.583, -0.299], [-0.024, 0.548, -2.260]]}

---

No. 3
{"formula": "C36H35FN3Re", "method": "ωB97M-V/def2-TZVPD", "e_above_lowest_kj_mol": 6.9, "energy_ha": -1734.2898, "e_lumo_ev": [-10.657, -11.019], "total_charge": 3, "s_squared": 0.8345, "e_homo_ha": [-0.624, -0.624], "spin_multiplicity": 2, "species": ["Re", "F", "N", "N", "N", "C", "C", "C", "C", "C", "C", "C", "C", "C", "C", "C", "C", "C", "C", "C", "C", "C", "C", "C", "C", "C", "C", "C", "C", "C", "C", "C", "C", "C", "C", "C", "C", "C", "C", "C", "C", "H", "H", "H", "H", "H", "H", "H", "H", "H", "H", "H", "H", "H", "H", "H", "H", "H", "H", "H", "H", "H", "H", "H", "H", "H", "H", "H", "H", "H", "H", "H", "H", "H", "H", "H"], "xyz": [[-0.534, 0.298, 1.013], [-1.222, -1.582, -1.581], [-2.452, -0.022, 0.183], [-0.832, -1.780, 1.250], [0.554, 0.362, -0.517], [2.582, -1.906, -0.399], [-4.233, -1.667, -0.068], [-5.027, -0.695, -0.705], [1.652, 2.630, -0.426], [2.722, 3.406, 0.018], [2.887, 0.625, 0.318], [1.651, 0.310, -2.716], [-0.791, 3.073, -1.296], [0.632, -0.131, -1.855], [-0.248, -1.086, -2.374], [-0.154, -1.568, -3.660], [1.700, 1.229, -0.157], [-1.139, -0.082, 3.372], [0.028, -2.661, 1.759], [-0.300, -3.997, 1.977], [0.703, 1.450, 2.902], [0.854, -1.100, -4.488], [0.674, 3.430, -1.285], [1.756, -0.163, -4.010], [1.208, 3.529, -2.726], [3.931, 1.473, 0.698], [-2.954, -1.280, 0.350], [-2.080, -2.225, 0.934], [3.293, -1.204, 1.967], [3.844, 2.844, 0.600], [-3.228, 0.865, -0.440], [-3.817, -3.921, 0.721], [-2.493, -3.552, 1.114], [3.254, -0.853, 0.471], [-2.044, 0.811, 2.857], [-1.559, -4.453, 1.661], [-4.512, 0.563, -0.895], [-4.650, -3.018, 0.152], [-1.579, 2.004, 2.252], [0.243, 0.215, 3.352], [-0.211, 2.341, 2.302], [0.449, -4.655, 2.392], [-5.082, 1.334, -1.391], [3.058, -2.868, -0.205], [1.761, 1.681, 2.906], [-1.327, 3.845, -1.850], [1.012, -2.295, 2.009], [0.979, 2.630, -3.296], [4.849, 1.026, 1.058], [2.697, 4.475, -0.151], [-1.475, -1.032, 3.767], [2.331, -1.039, 2.452], [-0.865, -2.309, -3.997], [4.668, 3.469, 0.915], [-1.180, 3.090, -0.277], [-3.100, 0.580, 2.840], [-4.133, -4.943, 0.877], [4.019, -0.581, 2.485], [0.725, 4.443, -0.873], [-2.830, 1.852, -0.583], [2.731, -1.684, -1.454], [4.301, -0.880, 0.152], [2.283, 3.694, -2.751], [-1.006, 2.112, -1.769], [-2.265, 2.697, 1.784], [0.939, -0.502, 3.764], [-6.024, -0.944, -1.045], [2.372, 1.029, -2.362], [0.937, -1.473, -5.498], [0.152, 3.236, 1.818], [-5.644, -3.306, -0.158], [2.550, 0.198, -4.648], [-1.833, -5.488, 1.821], [0.732, 4.369, -3.230], [1.513, -2.031, -0.240], [3.593, -2.241, 2.112]]}